ORCA calculation (wB97M-V/def2-TZVPD) on 2 unconnected molecules or ions with the total composition C4H12.

Values from the calculation:
SMILES = CC.CC
Kohn-Sham gap = 0.4750 Ha
Charge = 0
Lowest unoccupied orbital energy = 0.041 Ha
Energy above the lowest of the compared OMol25 structures with the same formula, charge and spin = 3.4 kcal per mole
Electronic energy = -159.5796 Eh

XYZ file:
```
16
C4H12 | the OMol25 dataset | wB97M-V/def2-TZVPD
C 0.3783 -0.1850 -2.8644
C -1.0690 -0.1783 -2.3520
H 0.7630 -1.2055 -2.8748
H 0.4490 0.2357 -3.8644
H 1.0524 0.4119 -2.2475
H -1.2717 -1.0016 -1.6776
H -1.2963 0.7605 -1.8410
H -1.7974 -0.2349 -3.1563
C 0.0614 -0.2190 2.0102
C 0.6497 0.6140 3.1636
H 0.1133 0.2301 1.0176
H 0.6137 -1.1517 1.9402
H -0.9663 -0.4591 2.2876
H 0.7152 -0.0488 4.0373
H -0.0373 1.4130 3.4380
H 1.6423 1.0188 2.9835
```

***

ORCA calculation (wB97M-V/def2-TZVPD) on 2 unconnected molecules or ions with the total composition C4H12 at a distorted geometry.

Values from the calculation:
Spin multiplicity = 2
Kohn-Sham gap (alpha / beta) = 0.4382 / 0.1207 Ha
Charge = +1
<S²> = 0.753
Lowest unoccupied orbital energy (alpha / beta) = -0.120 / -0.422 Ha
Energy above the lowest of the compared OMol25 structures with the same formula, charge and spin = 16.6 kcal per mole
Electronic energy = -159.1434 Eh

XYZ file:
```
16
C4H12 | the OMol25 dataset | wB97M-V/def2-TZVPD
C 0.0584 2.2799 -2.1393
C 0.1571 1.0259 -1.3339
H 0.4329 2.2474 -3.1559
H -0.9516 2.7094 -2.1953
H 0.6020 3.1048 -1.6394
H 0.2070 1.3241 -0.2773
H 1.0682 0.4873 -1.5998
H -0.6534 0.2970 -1.5130
C 0.3867 -2.0778 2.0287
C -0.6269 -1.2334 1.4218
H 0.8484 -1.9300 3.0608
H 0.1274 -3.1133 2.3655
H 1.2858 -2.1673 1.3957
H -1.6160 -1.4570 1.8450
H -0.3827 -0.1656 1.5390
H -0.8717 -1.3259 0.3388
```

***

ORCA calculation (wB97M-V/def2-TZVPD) on 2 unconnected molecules or ions with the total composition C4H12 at a distorted geometry.

Values from the calculation:
Spin multiplicity = 2
Kohn-Sham gap (alpha / beta) = 0.5130 / 0.1955 Ha
Charge = +1
<S²> = 0.756
Lowest unoccupied orbital energy (alpha / beta) = -0.107 / -0.399 Ha
Energy above the lowest of the compared OMol25 structures with the same formula, charge and spin = 0.5 kcal per mole
Electronic energy = -159.1691 Eh

XYZ file:
```
16
C4H12 | the OMol25 dataset | wB97M-V/def2-TZVPD
C 0.6245 -1.3746 1.3120
C -0.5411 -2.2768 1.4725
H 0.3909 -0.5257 0.5412
H 0.9259 -0.8795 2.2370
H 1.5182 -1.8250 0.8650
H -1.5150 -1.7795 1.4566
H -0.3820 -2.7587 2.4545
H -0.5695 -3.0597 0.7168
C -0.4282 1.1963 -1.1962
C 0.2975 2.4369 -1.5658
H -1.4974 1.3625 -1.0255
H -0.2651 0.4040 -1.9250
H -0.0257 0.8040 -0.1679
H 0.1745 3.2692 -0.8809
H 1.3752 2.3013 -1.7158
H -0.0829 2.7054 -2.5785
```

***

ORCA calculation (wB97M-V/def2-TZVPD) on 2 unconnected molecules or ions with the total composition C4H12 at a distorted geometry.

Values from the calculation:
Spin multiplicity = 2
Kohn-Sham gap (alpha / beta) = 0.4726 / 0.1604 Ha
Charge = +1
<S²> = 0.753
Lowest unoccupied orbital energy (alpha / beta) = -0.116 / -0.416 Ha
Energy above the lowest of the compared OMol25 structures with the same formula, charge and spin = 8.6 kcal per mole
Electronic energy = -159.1562 Eh

XYZ file:
```
16
C4H12 | the OMol25 dataset | wB97M-V/def2-TZVPD
C 1.0122 0.2743 -1.7364
C 1.1297 -1.1288 -1.1719
H 0.0617 0.4093 -2.2583
H 0.9933 1.0412 -0.9236
H 1.8470 0.4827 -2.3959
H 0.2001 -1.4201 -0.6645
H 1.4079 -1.8059 -1.9836
H 1.8198 -1.1711 -0.3163
C -0.6875 1.0099 1.6187
C -1.4833 -0.1613 1.3013
H 0.0890 0.9092 2.4217
H 0.0410 1.2030 0.7737
H -1.2809 1.8759 1.9065
H -2.1707 -0.1644 0.4240
H -0.8408 -1.0350 1.1478
H -2.2145 -0.2797 2.1205
```

***

ORCA calculation (wB97M-V/def2-TZVPD) on a molecular structure, C4H12B3CsF12NO at a distorted geometry.

Values from the calculation:
Kohn-Sham gap = 0.3204 Ha
Charge = -1
Lowest unoccupied orbital energy = 0.022 Ha
Energy above the lowest of the compared OMol25 structures with the same formula, charge and spin = 93.3 kcal per mole
Electronic energy = -1583.3751 Eh

XYZ file:
```
34
C4H12B3CsF12NO | the OMol25 dataset | wB97M-V/def2-TZVPD
Cs 7.8586 2.4037 9.2575
C 8.4640 -4.2390 7.1929
C 9.6442 -5.1949 7.2084
C 9.5999 -6.2613 5.9835
O 10.6513 -7.1457 6.1396
C 10.7118 -8.0052 4.9747
N 10.9655 -4.4307 7.1507
H 10.9936 -3.8313 7.9632
H 11.7676 -5.0063 6.9377
H 10.9802 -3.8165 6.3490
H 8.5537 -3.3946 7.8764
H 7.5280 -4.7759 7.3469
H 8.3940 -3.7560 6.2182
H 9.6753 -5.7139 8.1664
H 9.7734 -5.7060 5.0617
H 8.6648 -6.8182 6.0421
H 11.7523 -8.2986 5.1137
H 10.8030 -7.5346 3.9958
H 10.0065 -8.8331 5.0473
B 3.3141 0.6221 8.2366
F 3.6100 0.0884 9.4553
F 4.2998 0.1974 7.4121
F 2.0626 0.2866 7.8322
F 3.3378 1.9782 8.5068
B 10.9866 -0.7020 12.5052
F 11.4618 -1.0191 13.7179
F 10.8609 0.6604 12.4126
F 11.8507 -1.1883 11.5161
F 9.7301 -1.1786 12.1761
B 11.9764 1.3928 5.6125
F 12.4235 0.2956 4.9824
F 12.4763 1.3223 6.9218
F 12.4050 2.4913 4.9336
F 10.6751 1.2804 5.6671
```

***

ORCA calculation (wB97M-V/def2-TZVPD) on a molecular structure, C4H12BBr4Na3 at a distorted geometry.

Values from the calculation:
Kohn-Sham gap = 0.2216 Ha
Charge = +2
Lowest unoccupied orbital energy = -0.316 Ha
Energy above the lowest of the compared OMol25 structures with the same formula, charge and spin = 36.8 kcal per mole
Electronic energy = -10966.8191 Eh

XYZ file:
```
24
C4H12BBr4Na3 | the OMol25 dataset | wB97M-V/def2-TZVPD
Na -2.9371 -0.1427 2.3796
Na -3.3603 2.8545 0.5759
Na -0.3958 3.0050 3.0629
B -0.7606 1.0033 1.4190
H -1.7367 1.4477 1.5372
H -0.7407 0.4896 0.4703
H 0.0849 1.6655 1.5232
H -0.5948 0.3182 2.2360
Br 2.2475 -0.2680 -2.1995
C 1.0751 1.1894 -1.6114
C -0.1493 1.2987 -2.4808
Br -1.2104 2.9077 -1.8709
H 1.6394 2.1218 -1.6271
H 0.9134 0.8730 -0.5809
H -0.7886 0.4315 -2.3148
H 0.0795 1.4136 -3.5403
Br -0.8896 -2.0825 -1.3351
C 0.7172 -2.9179 -0.3268
C 0.9084 -2.2177 1.0800
Br 2.4950 -3.1361 2.0097
H 1.6131 -2.9078 -0.9475
H 0.5444 -3.9670 -0.0867
H 0.0134 -2.1915 1.7016
H 1.2323 -1.1883 0.9265
```

***

ORCA calculation (wB97M-V/def2-TZVPD) on 2 unconnected molecules or ions with the total composition C4H12BN2O2S at a distorted geometry.

Values from the calculation:
Kohn-Sham gap = 0.3022 Ha
Charge = +1
Lowest unoccupied orbital energy = -0.167 Ha
Energy above the lowest of the compared OMol25 structures with the same formula, charge and spin = 10.4 kcal per mole
Electronic energy = -842.4669 Eh

XYZ file:
```
22
C4H12BN2O2S | the OMol25 dataset | wB97M-V/def2-TZVPD
B -1.5783 0.8875 -0.5145
C 2.4926 0.1759 -0.1839
C -0.9826 -0.7470 1.5132
C -1.6755 -1.8680 -0.6955
C -1.1863 -0.6289 -0.0153
N 3.7916 -0.1201 -0.4559
N 2.0439 1.1316 0.5534
O -2.8762 0.9776 -0.8350
O -0.6169 1.8411 -0.3888
S 1.3124 -0.8618 -0.8518
H -0.5820 0.2317 1.9785
H -0.4231 -1.5780 1.8149
H -1.8970 -0.9434 2.0348
H -1.2146 -2.6794 -0.1631
H -1.4432 -1.7613 -1.7253
H -2.7994 -2.0052 -0.6134
H 4.4256 0.6594 -0.3856
H 3.8211 -0.5485 -1.2777
H 2.6143 1.9775 0.9041
H 1.0432 1.3082 0.7952
H -3.3470 1.8136 -0.8615
H -0.9225 2.7375 -0.6270
```

***

ORCA calculation (wB97M-V/def2-TZVPD) on C4H12BNS2 in the gas phase.

Values from the calculation:
SMILES = NCB(S)CCCS
Kohn-Sham gap = 0.3360 Ha
Charge = 0
Lowest unoccupied orbital energy = 0.016 Ha
Electronic energy = -1035.5859 Eh

XYZ file:
```
20
C4H12BNS2 | the OMol25 dataset | wB97M-V/def2-TZVPD
N 3.1002 -0.1002 0.2399
C 1.7538 -0.6354 0.5523
B 0.6551 0.0771 -0.3154
S 0.6636 -0.2513 -2.1696
C -0.3473 1.1300 0.2987
C -1.7482 0.5787 0.6305
C -2.3431 -0.2989 -0.4631
S -1.6790 -1.9868 -0.4108
H 3.1613 0.8748 0.5034
H 3.2848 -0.1559 -0.7541
H 1.5787 -0.4801 1.6209
H 1.7570 -1.7149 0.3891
H 1.7950 0.4042 -2.4450
H 0.0891 1.4906 1.2366
H -0.4326 1.9915 -0.3688
H -2.4368 1.4069 0.8134
H -1.6906 0.0043 1.5570
H -3.4289 -0.3388 -0.3854
H -2.0897 0.0880 -1.4497
H -1.6423 -2.0837 0.9198
```

***

ORCA calculation (wB97M-V/def2-TZVPD) on 5 unconnected molecules or ions with the total composition C4H12BrCl4N2O3 at a distorted geometry.

Values from the calculation:
Kohn-Sham gap = 0.2425 Ha
Charge = -1
Lowest unoccupied orbital energy = 0.082 Ha
Electronic energy = -4909.5930 Eh

XYZ file:
```
26
C4H12BrCl4N2O3 | the OMol25 dataset | wB97M-V/def2-TZVPD
N 0.6200 -0.1111 0.3321
H 0.5963 0.1562 1.3391
H 0.4772 -1.1065 0.1896
H 1.5273 0.1435 -0.0677
H -0.1348 0.3914 -0.1809
N -2.5336 1.8212 0.3318
O -2.8688 1.1856 1.3517
O -1.4681 1.5757 -0.2922
O -3.3011 2.7506 -0.0599
Br 0.7584 0.5702 3.6282
Cl -3.6907 -1.6980 3.2819
C -3.7129 -2.3250 1.6177
C -2.6948 -3.4321 1.3743
Cl -1.0305 -2.7501 1.4493
H -3.6545 -1.5306 0.8764
H -4.7026 -2.7650 1.4764
H -2.8402 -3.8966 0.4008
H -2.8119 -4.2155 2.1198
Cl 2.4091 1.9042 -3.8499
C 4.0111 1.6076 -3.0942
C 4.1252 2.2710 -1.7374
Cl 2.9856 1.5615 -0.6014
H 4.7656 2.0125 -3.7652
H 4.0392 0.5246 -3.0218
H 4.0198 3.3520 -1.7481
H 5.1095 2.0031 -1.3505
```

***

ORCA calculation (wB97M-V/def2-TZVPD) on a molecular structure, C4H12BrN3 at a distorted geometry.

Values from the calculation:
Kohn-Sham gap (alpha / beta) = 0.2097 / 0.2098 Ha
Charge = +2
Lowest unoccupied orbital energy (alpha / beta) = -0.270 / -0.270 Ha
Energy above the lowest of the compared OMol25 structures with the same formula, charge and spin = 79.6 kcal per mole
Electronic energy = -2897.0367 Eh

XYZ file:
```
20
C4H12BrN3 | the OMol25 dataset | wB97M-V/def2-TZVPD
C 2.8547 -1.7254 -0.1035
C 5.4043 0.1398 0.4747
C 4.6533 2.3199 -0.8631
C -9.3449 -0.7735 0.2593
N -10.3288 -0.0016 0.1291
N 2.5673 -2.7360 0.6453
N 5.6962 1.4123 -0.3254
Br 3.7742 0.1227 1.3725
H 3.7960 -1.8195 -0.6237
H 3.9541 2.9127 -0.1510
H 5.0801 3.1672 -1.4751
H 4.0096 1.7612 -1.4827
H -9.2822 -1.5381 -0.5543
H -8.9741 -0.8976 1.2957
H -10.7538 0.1757 -0.7468
H -10.5828 0.6301 0.8078
H 1.7539 -2.6244 1.2772
H 3.0554 -3.5770 0.5652
H 6.4303 1.2458 -1.0700
H 6.2371 1.8057 0.5688
```

***

ORCA calculation (wB97M-V/def2-TZVPD) on a molecular structure, C4H12BrO3V at a distorted geometry.

Values from the calculation:
Spin multiplicity = 3
Kohn-Sham gap (alpha / beta) = 0.2696 / 0.2677 Ha
Charge = 0
<S²> = 2.065
Lowest unoccupied orbital energy (alpha / beta) = -0.081 / -0.084 Ha
Electronic energy = -3903.2716 Eh

XYZ file:
```
21
C4H12BrO3V | the OMol25 dataset | wB97M-V/def2-TZVPD
O 2.1106 -4.2545 -3.1822
V 3.1469 -3.5673 -2.1544
Br 1.3846 -2.0659 -0.9215
C -1.9303 0.6583 -1.0036
C -0.7387 0.7824 -2.0255
O -0.7298 -0.4096 -2.8645
H -1.9419 -0.3029 -0.4898
H -2.8504 0.8645 -1.5504
H -1.8961 1.5045 -0.3173
H 0.1776 0.8269 -1.4369
H -0.8482 1.7119 -2.5843
H -0.2920 -1.1332 -2.4102
C 0.0337 1.3337 2.1612
C 0.5715 0.0611 2.7745
O 1.8332 -0.1633 2.1425
H -0.9690 1.5838 2.5078
H 0.0958 1.4693 1.0814
H 0.5950 2.1791 2.5591
H -0.1784 -0.7140 2.6162
H 0.7647 0.1126 3.8460
H 1.6613 -0.4773 1.2517
```

***

ORCA calculation (wB97M-V/def2-TZVPD) on a gas-phase ion, C4H12ClN2Si (charge +1) at a distorted geometry.

Values from the calculation:
Spin multiplicity = 3
Kohn-Sham gap (alpha / beta) = 0.2688 / 0.2153 Ha
Charge = +1
<S²> = 2.008
Lowest unoccupied orbital energy (alpha / beta) = -0.123 / -0.310 Ha
Energy above the lowest of the compared OMol25 structures with the same formula, charge and spin = 30.6 kcal per mole
Electronic energy = -1018.3238 Eh

XYZ file:
```
20
C4H12ClN2Si | the OMol25 dataset | wB97M-V/def2-TZVPD
C -0.1194 -0.3651 -0.8820
C -2.5114 -0.6777 -0.9802
C 0.4820 2.2513 0.7876
C 0.9203 -0.0201 0.0673
N -1.3633 -0.2589 -0.3697
N 0.6277 0.8357 1.0858
Si 1.6661 -1.9221 0.5429
Cl 2.4297 0.5420 -0.9831
H -3.1240 -1.5018 -0.6594
H -2.2534 -0.8316 -1.9973
H -3.0795 0.3047 -1.0332
H 0.5766 2.9955 1.5901
H 1.2270 2.6027 0.1131
H -0.5408 2.3458 0.4892
H -0.2787 -0.6138 -2.0334
H -1.3317 -0.0886 0.5865
H 1.4232 0.7615 1.7775
H 2.6653 -1.2265 1.3881
H 1.8733 -2.4033 -0.8056
H 0.7111 -2.7298 1.3158
```

***

ORCA calculation (wB97M-V/def2-TZVPD) on 2 unconnected molecules or ions with the total composition C4H12ClNSi at a distorted geometry.

Values from the calculation:
Kohn-Sham gap (alpha / beta) = 0.3388 / 0.2523 Ha
Charge = 0
Lowest unoccupied orbital energy (alpha / beta) = -0.003 / -0.002 Ha
Energy above the lowest of the compared OMol25 structures with the same formula, charge and spin = 137.5 kcal per mole
Electronic energy = -963.9110 Eh

XYZ file:
```
19
C4H12ClNSi | the OMol25 dataset | wB97M-V/def2-TZVPD
C -2.6124 -1.1257 -0.1377
C -1.7812 1.3295 0.1370
C 3.6388 0.4824 0.0266
C -1.4866 -0.1743 0.3276
N 2.4650 1.2347 -0.3808
Si 0.1163 -0.8940 -0.4142
Cl 0.5925 -2.7745 0.4568
H -2.4322 -2.1383 -0.0811
H -3.4115 -1.0530 0.5880
H -2.9787 -0.9443 -1.1616
H -1.1081 1.8531 0.8288
H -2.7817 1.5431 0.4491
H -1.7022 1.5171 -1.0188
H 4.5461 1.1604 0.2950
H 3.4333 -0.1259 0.8843
H 4.0041 -0.1801 -0.9674
H -1.3554 -0.3715 1.5004
H 2.0844 1.7689 0.4649
H 0.7697 -1.1077 -1.7968
```